# C4H12N3

A gas-phase ion, C4H12N3 (charge +1) in a non-equilibrium geometry (ωB97M-V/def2-TZVPD, the Open Molecules 2025 dataset).

Charge: +1
Energy above the lowest of the compared OMol25 structures with the same formula, charge and spin in eV: 5.566
Gap between HOMO and LUMO (alpha / beta) in eV: 6.56 / 7.50
Max |F| in eV/A: 4.52
Multiplicity: 1
Electronic energy in hartree: -323.4737
HOMO energy (alpha / beta) in eV: -13.36 / -13.57
E_LUMO (alpha / beta) in eV: -6.794 / -6.075

Each line ends with the natural charge from an NBO analysis.
CARTESIAN COORDINATES (ANGSTROEM)
C (-0.682, 0.574, 0.910)  -0.338
C (-1.643, -0.138, -0.090)  -0.268
C (0.634, 0.903, 0.102)  0.007
C (1.642, -1.418, 0.178)  -0.478
N (1.051, -0.278, -0.591)  -0.119
N (0.509, 2.062, -0.683)  -0.823
N (-1.121, -1.134, -0.836)  -0.578
H (-1.104, 1.490, 1.378)  0.256
H (-0.305, -0.015, 1.750)  0.220
H (-2.381, -0.572, 0.458)  0.253
H (-2.170, 0.604, -0.675)  0.240
H (1.193, 1.157, 1.008)  0.275
H (0.888, -1.513, 1.095)  0.200
H (1.678, -2.267, -0.437)  0.230
H (2.704, -1.188, 0.587)  0.278
H (0.519, 1.951, -1.679)  0.409
H (0.085, 2.868, -0.248)  0.405
H (-0.751, -1.946, -0.432)  0.393
H (-0.746, -1.140, -1.794)  0.438

# C4H12N3

2 unconnected molecules or ions with the total composition C4H12N3 in a non-equilibrium geometry (ωB97M-V/def2-TZVPD, the Open Molecules 2025 dataset).

Charge: +1
Energy above the lowest of the compared OMol25 structures with the same formula, charge and spin in eV: 1.499
Gap between HOMO and LUMO in eV: 11.01
Max |F| in eV/A: 1.47
Multiplicity: 1
Electronic energy in hartree: -323.6232
HOMO energy in eV: -13.75
E_LUMO in eV: -2.737

Each line ends with the natural charge from an NBO analysis.
CARTESIAN COORDINATES (ANGSTROEM)
C (-1.607, -0.532, 1.287)  -0.451
N (-2.111, -2.341, -0.753)  -0.753
C (-0.942, -1.671, -0.684)  0.379
N (-0.612, -0.895, 0.286)  -0.525
H (-2.498, -0.126, 0.806)  0.227
H (-1.218, 0.229, 1.958)  0.235
H (-1.883, -1.387, 1.908)  0.214
H (-2.196, -2.973, -1.518)  0.421
H (-2.526, -2.600, 0.135)  0.415
H (-0.347, -1.750, -1.588)  0.211
C (1.392, 1.923, -0.357)  -0.058
C (2.410, 2.720, -0.628)  -0.361
N (1.557, 0.585, 0.207)  -0.841
H (0.367, 2.182, -0.589)  0.201
H (2.245, 3.694, -1.068)  0.230
H (3.438, 2.392, -0.539)  0.208
H (2.333, 0.145, -0.274)  0.401
H (1.827, 0.674, 1.184)  0.403
H (0.370, -0.269, 0.227)  0.446

# C4H12N3

A gas-phase ion, C4H12N3 (charge +1) in a non-equilibrium geometry (ωB97M-V/def2-TZVPD, the Open Molecules 2025 dataset).

Charge: +1
Energy above the lowest of the compared OMol25 structures with the same formula, charge and spin in eV: 6.267
Gap between HOMO and LUMO (alpha / beta) in eV: 6.75 / 10.00
Max |F| in eV/A: 4.76
Multiplicity: 1
Electronic energy in hartree: -323.4479
HOMO energy (alpha / beta) in eV: -11.14 / -12.98
E_LUMO (alpha / beta) in eV: -4.391 / -2.976

Each line ends with the natural charge from an NBO analysis.
CARTESIAN COORDINATES (ANGSTROEM)
C (0.962, 1.018, 0.123)  -0.318
C (-0.331, 1.015, -0.708)  -0.202
C (-0.445, -1.404, -0.542)  -0.214
C (-1.935, 0.012, 0.716)  -0.424
N (1.878, 0.021, -0.376)  -0.199
N (2.667, -0.570, 0.504)  -0.548
N (-1.198, -0.256, -0.475)  -0.399
H (1.608, 1.884, -0.090)  0.263
H (0.753, 0.986, 1.151)  0.196
H (-0.968, 1.882, -0.485)  0.229
H (-0.182, 1.022, -1.802)  0.236
H (-0.056, -1.699, -1.604)  0.235
H (-0.523, -2.168, 0.243)  0.221
H (-2.195, 0.973, 0.886)  0.231
H (-2.791, -0.593, 0.599)  0.233
H (-1.547, -0.417, 1.600)  0.241
H (3.384, -1.107, 0.054)  0.401
H (2.750, -0.335, 1.494)  0.376
H (-1.830, -0.262, -1.288)  0.442

# C4H12N3

A gas-phase ion, C4H12N3 (charge +1) in a non-equilibrium geometry (ωB97M-V/def2-TZVPD, the Open Molecules 2025 dataset).

Charge: +1
Energy above the lowest of the compared OMol25 structures with the same formula, charge and spin in eV: 0.295
Gap between HOMO and LUMO in eV: 11.34
Max |F| in eV/A: 1.13
Multiplicity: 1
Electronic energy in hartree: -323.6674
HOMO energy in eV: -14.06
E_LUMO in eV: -2.713

Each line ends with the natural charge from an NBO analysis.
CARTESIAN COORDINATES (ANGSTROEM)
C (-2.600, -0.431, 0.138)  -0.426
N (-1.710, 0.704, 0.026)  -0.520
C (-0.412, 0.654, -0.155)  0.570
N (0.306, 1.744, -0.270)  -0.741
C (0.244, -0.689, -0.212)  -0.496
C (1.758, -0.621, -0.420)  -0.224
N (2.310, 0.388, 0.477)  -0.847
H (-2.451, -0.946, 1.090)  0.219
H (-3.627, -0.080, 0.093)  0.243
H (-2.440, -1.142, -0.672)  0.219
H (-2.149, 1.616, 0.069)  0.415
H (-0.116, 2.658, -0.209)  0.411
H (1.325, 1.582, -0.076)  0.454
H (-0.204, -1.269, -1.022)  0.266
H (0.014, -1.216, 0.720)  0.249
H (2.181, -1.621, -0.268)  0.215
H (1.981, -0.314, -1.446)  0.214
H (2.203, 0.108, 1.448)  0.382
H (3.303, 0.512, 0.311)  0.399

# C4H12N3

2 unconnected molecules or ions with the total composition C4H12N3 in a non-equilibrium geometry (ωB97M-V/def2-TZVPD, the Open Molecules 2025 dataset).

Charge: +1
Energy above the lowest of the compared OMol25 structures with the same formula, charge and spin in eV: 1.145
Gap between HOMO and LUMO (alpha / beta) in eV: 6.28 / 7.57
Max |F| in eV/A: 7.38
Multiplicity: 3
Electronic energy in hartree: -323.4485
HOMO energy (alpha / beta) in eV: -9.39 / -14.69
E_LUMO (alpha / beta) in eV: -3.113 / -7.117

Each line ends with the natural charge from an NBO analysis.
CARTESIAN COORDINATES (ANGSTROEM)
C (-0.149, 1.154, -1.672)  -0.189
C (-0.494, 1.847, 1.487)  -0.308
C (-0.197, 0.017, -0.971)  0.433
C (1.235, -1.922, -0.364)  -0.448
N (-0.190, 0.754, 2.085)  -0.803
N (-1.323, -0.802, -0.950)  -0.714
N (0.912, -0.536, -0.276)  -0.541
H (0.820, 1.553, -1.581)  0.214
H (-0.870, 1.790, -2.001)  0.238
H (-0.498, 2.135, 0.390)  0.149
H (-1.233, 2.541, 1.900)  0.202
H (0.326, -2.599, -0.450)  0.218
H (1.970, -2.063, -1.219)  0.236
H (1.550, -2.356, 0.594)  0.242
H (-0.477, 0.603, 3.060)  0.411
H (-2.261, -0.438, -1.088)  0.428
H (-1.499, -1.663, -0.392)  0.431
H (1.773, -0.088, -0.364)  0.407
H (0.605, 0.074, 1.811)  0.394

# C4H12N3O

2 unconnected molecules or ions with the total composition C4H12N3O (ωB97M-V/def2-TZVPD, the Open Molecules 2025 dataset).

Charge: +1
Energy above the lowest of the compared OMol25 structures with the same formula, charge and spin in eV: 0.890
Gap between HOMO and LUMO in eV: 9.71
Max |F| in eV/A: 0.74
Multiplicity: 1
Electronic energy in hartree: -398.8846
HOMO energy in eV: -12.88
E_LUMO in eV: -3.166

Each line ends with the natural charge from an NBO analysis.
CARTESIAN COORDINATES (ANGSTROEM)
C (-1.416, -2.690, -0.555)  -0.726
C (-0.898, -1.864, 0.604)  0.686
N (0.527, -1.844, 0.744)  -0.909
O (-1.576, -1.205, 1.337)  -0.532
H (-0.950, -3.677, -0.516)  0.235
H (-1.138, -2.229, -1.501)  0.232
H (-2.487, -2.800, -0.456)  0.264
H (0.955, -2.701, 0.409)  0.396
H (0.767, -1.707, 1.722)  0.413
C (1.018, 1.680, 0.116)  -0.221
C (0.038, 2.494, -0.271)  0.062
N (-0.314, 3.648, 0.362)  -0.760
N (1.363, 0.507, -0.697)  -0.695
H (1.575, 1.776, 1.031)  0.225
H (-0.506, 2.305, -1.192)  0.204
H (-1.276, 3.938, 0.272)  0.406
H (0.033, 3.773, 1.303)  0.395
H (1.256, -0.369, -0.120)  0.467
H (2.304, 0.538, -1.098)  0.429
H (0.725, 0.428, -1.492)  0.428

# C4H12N3P

2 unconnected molecules or ions with the total composition C4H12N3P in a non-equilibrium geometry (ωB97M-V/def2-TZVPD, the Open Molecules 2025 dataset).

Charge: +2
Energy above the lowest of the compared OMol25 structures with the same formula, charge and spin in eV: 0.712
Gap between HOMO and LUMO in eV: 10.22
Max |F| in eV/A: 4.57
Multiplicity: 1
Electronic energy in hartree: -664.5295
HOMO energy in eV: -18.74
E_LUMO in eV: -8.512

Each line ends with the natural charge from an NBO analysis.
CARTESIAN COORDINATES (ANGSTROEM)
C (2.056, -0.420, -0.056)  0.603
C (-1.883, -0.158, -0.253)  -0.069
C (2.576, -0.667, -1.420)  -0.711
C (-3.416, 1.300, 1.078)  -0.434
N (-2.316, 0.990, 0.168)  -0.474
N (2.917, -0.801, 0.903)  -0.684
N (0.834, 0.101, 0.306)  -0.777
P (-1.454, -1.648, -0.714)  0.692
H (2.614, -1.726, -1.793)  0.301
H (2.108, -0.060, -2.101)  0.253
H (3.606, -0.427, -1.372)  0.278
H (-3.730, 0.438, 1.656)  0.260
H (-3.018, 2.063, 1.720)  0.249
H (-4.270, 1.811, 0.491)  0.278
H (-1.718, 1.742, -0.238)  0.442
H (3.756, -1.220, 0.617)  0.442
H (2.591, -0.787, 1.923)  0.442
H (0.124, 0.420, -0.330)  0.418
H (-2.246, -1.533, -1.819)  0.061
H (0.870, 0.583, 1.234)  0.432

# C4H12N3S

2 unconnected molecules or ions with the total composition C4H12N3S in a non-equilibrium geometry (ωB97M-V/def2-TZVPD, the Open Molecules 2025 dataset).

Charge: -1
Energy above the lowest of the compared OMol25 structures with the same formula, charge and spin in eV: 1.205
Gap between HOMO and LUMO in eV: 6.67
Max |F| in eV/A: 1.19
Multiplicity: 1
Electronic energy in hartree: -722.0860
HOMO energy in eV: -2.94
E_LUMO in eV: 3.737

Each line ends with the natural charge from an NBO analysis.
CARTESIAN COORDINATES (ANGSTROEM)
C (2.894, -0.391, -0.619)  -0.410
N (1.708, -0.734, 0.121)  -0.646
C (1.663, -1.536, 1.187)  0.295
N (0.576, -1.794, 1.831)  -0.786
H (2.540, 0.109, -1.521)  0.243
H (3.555, 0.302, -0.085)  0.166
H (3.432, -1.314, -0.865)  0.171
H (0.812, -0.240, -0.146)  0.438
H (2.599, -2.090, 1.357)  0.110
H (0.735, -2.452, 2.581)  0.319
C (-2.745, 0.991, -0.436)  -0.228
C (-1.523, 1.778, -0.868)  -0.518
S (-0.223, 0.787, -1.748)  -0.709
N (-2.537, -0.093, 0.531)  -0.850
H (-3.243, 0.602, -1.330)  0.174
H (-3.466, 1.659, 0.038)  0.155
H (-1.032, 2.239, -0.002)  0.173
H (-1.782, 2.541, -1.592)  0.188
H (-2.193, 0.285, 1.404)  0.339
H (-1.769, -0.648, 0.161)  0.377

# C4H12N4

A molecular structure, C4H12N4 in a non-equilibrium geometry (ωB97M-V/def2-TZVPD, the Open Molecules 2025 dataset).

Charge: 0
Energy above the lowest of the compared OMol25 structures with the same formula, charge and spin in eV: 1.809
Gap between HOMO and LUMO in eV: 10.08
Max |F| in eV/A: 1.19
Multiplicity: 1
Electronic energy in hartree: -378.5718
HOMO energy in eV: -9.07
E_LUMO in eV: 1.012

Each line ends with the natural charge from an NBO analysis.
CARTESIAN COORDINATES (ANGSTROEM)
C (0.592, -0.341, 0.534)  0.426
C (0.129, -0.750, -0.857)  -0.107
C (1.050, -1.853, -1.384)  -0.603
N (1.418, 0.610, 0.623)  -0.730
N (0.033, -1.035, 1.572)  -0.837
N (0.139, 0.356, -1.798)  -0.815
C (-0.787, 3.222, 0.931)  0.065
N (0.251, 3.173, 1.406)  -0.293
H (1.701, 0.859, 1.565)  0.342
H (-3.470, 0.444, 0.690)  0.000
H (-0.900, -1.129, -0.796)  0.183
H (0.397, -0.908, 2.502)  0.390
H (-0.510, -1.864, 1.403)  0.389
H (1.078, 0.743, -1.811)  0.374
H (-0.466, 1.097, -1.456)  0.351
H (2.076, -1.491, -1.409)  0.216
H (1.004, -2.737, -0.751)  0.202
H (0.746, -2.119, -2.394)  0.221
H (-2.728, 0.439, 0.929)  -0.002
H (-1.753, 3.284, 0.502)  0.228

# C4H12N4

A single C4H12N4 molecule in a non-equilibrium geometry (ωB97M-V/def2-TZVPD, the Open Molecules 2025 dataset).

Charge: 0
Energy above the lowest of the compared OMol25 structures with the same formula, charge and spin in eV: 1.675
Gap between HOMO and LUMO in eV: 9.47
Max |F| in eV/A: 2.56
Multiplicity: 1
Electronic energy in hartree: -378.5767
HOMO energy in eV: -8.46
E_LUMO in eV: 1.017

Each line ends with the natural charge from an NBO analysis.
CARTESIAN COORDINATES (ANGSTROEM)
C (-1.167, -1.634, 0.953)  -0.613
C (-0.525, -0.981, -0.252)  -0.263
C (0.958, -1.097, -0.463)  -0.250
N (0.946, 0.448, -0.894)  -0.307
N (1.939, 1.417, -0.730)  -0.648
C (-0.315, 0.647, -0.175)  0.427
N (-1.312, 1.405, -0.856)  -0.850
N (-0.178, 1.185, 1.147)  -0.859
H (-0.581, -1.477, 1.858)  0.195
H (-1.256, -2.708, 0.792)  0.214
H (-2.165, -1.225, 1.107)  0.218
H (-1.090, -1.197, -1.158)  0.208
H (1.531, -1.291, 0.452)  0.170
H (1.331, -1.684, -1.300)  0.201
H (2.364, 1.402, 0.201)  0.325
H (2.655, 1.272, -1.433)  0.354
H (-1.275, 1.216, -1.850)  0.372
H (-1.162, 2.397, -0.709)  0.371
H (-1.088, 1.314, 1.571)  0.378
H (0.389, 0.591, 1.738)  0.358

- Which of these has the lowest energy above the lowest of the compared OMol25 structures with the same formula, charge and spin?
  number 4